Record 1
{"formula": "C45H37ClN6O6PPb", "method": "ωB97M-V/def2-TZVPD", "spin_multiplicity": 1, "homo_lumo_gap_ev": 6.794, "relative_energy_ev": 0.728, "total_charge": 1, "symbols": ["Pb", "C", "O", "C", "C", "C", "C", "C", "C", "N", "N", "C", "C", "O", "C", "C", "C", "C", "C", "C", "C", "C", "H", "H", "H", "H", "H", "H", "H", "H", "H", "H", "H", "H", "H", "O", "Cl", "O", "O", "O", "N", "C", "C", "C", "C", "C", "N", "C", "C", "C", "C", "C", "N", "H", "H", "H", "H", "H", "H", "H", "H", "H", "N", "P", "C", "C", "C", "C", "C", "C", "C", "C", "C", "C", "C", "C", "C", "C", "C", "C", "C", "C", "H", "H", "H", "H", "H", "H", "H", "H", "H", "H", "H", "H", "H", "H", "H"], "positions_angstrom": [[1.87588, -0.52252, 0.34464], [0.48036, -2.78875, -1.94414], [0.32239, -1.39612, -1.62207], [0.13616, -0.53303, -2.70133], [-0.86962, -0.76486, -3.62937], [-1.02623, 0.08136, -4.71203], [-0.16821, 1.16812, -4.85418], [0.80571, 1.41699, -3.90533], [0.96577, 0.58147, -2.79763], [1.90507, 0.81380, -1.74271], [2.58461, 1.87447, -1.91324], [3.57422, 2.30850, -1.11721], [4.28246, 1.53620, -0.13860], [3.97767, 0.34244, 0.21223], [5.44789, 2.11800, 0.47395], [5.85342, 3.36684, 0.18024], [5.16685, 4.18750, -0.77732], [5.61789, 5.48728, -1.05899], [4.96667, 6.27112, -1.97850], [3.83762, 5.76009, -2.62964], [3.37966, 4.49088, -2.35725], [4.04003, 3.66783, -1.43044], [-0.11024, -3.06419, -2.81266], [1.52660, -3.01242, -2.14661], [0.15121, -3.36169, -1.07915], [-1.53184, -1.61163, -3.49824], [-1.80376, -0.11015, -5.44045], [-0.26691, 1.83269, -5.70285], [1.46953, 2.26377, -4.00505], [5.95873, 1.50520, 1.20526], [6.72071, 3.78273, 0.68232], [6.49008, 5.86219, -0.53492], [5.31720, 7.27190, -2.19366], [3.31352, 6.37205, -3.35369], [2.49516, 4.11969, -2.85448], [-0.02108, 1.71280, 3.90497], [1.10608, 1.40975, 3.07208], [2.21661, 2.26893, 3.31370], [0.68444, 1.56153, 1.64165], [1.48593, 0.01069, 3.21830], [1.75652, -4.16097, 1.74196], [2.78073, -3.98606, 0.80752], [3.63628, -5.08888, 0.64766], [4.68316, -5.00980, -0.23370], [4.88744, -3.83271, -0.95461], [4.01964, -2.79780, -0.73180], [2.97922, -2.86088, 0.12629], [0.55101, -3.55239, 2.11780], [-0.22322, -4.26253, 3.04710], [-1.39446, -3.69437, 3.49380], [-1.77363, -2.44278, 3.01889], [-0.95874, -1.84494, 2.07856], [0.17058, -2.38321, 1.63593], [1.87502, -5.03151, 2.23081], [3.46616, -5.99198, 1.22111], [5.34423, -5.85720, -0.36147], [5.70500, -3.72397, -1.65213], [4.15314, -1.84287, -1.23244], [0.10645, -5.22385, 3.42023], [-2.00373, -4.20929, 4.22530], [-2.66609, -1.95071, 3.37558], [-0.47193, 0.05452, 1.33985], [-1.25719, -0.58628, 1.48313], [-2.74820, -0.02188, 1.06519], [-3.82240, -1.42923, 0.89044], [-4.99942, -1.54123, 1.61965], [-5.80527, -2.65878, 1.44395], [-5.43253, -3.64758, 0.54632], [-4.25750, -3.52791, -0.19075], [-3.44967, -2.41805, -0.02508], [-3.35455, 1.09625, 2.30845], [-4.46611, 1.89602, 2.02646], [-4.95837, 2.74521, 3.00255], [-4.33451, 2.81117, 4.24400], [-3.21570, 2.03736, 4.51281], [-2.72115, 1.17442, 3.54636], [-2.68443, 0.84522, -0.49157], [-3.67421, 0.61433, -1.44819], [-3.67357, 1.35067, -2.62453], [-2.69147, 2.30609, -2.84416], [-1.70932, 2.53765, -1.88953], [-1.70641, 1.81974, -0.70430], [-5.28229, -0.76819, 2.32384], [-6.72270, -2.75509, 2.00925], [-6.06281, -4.51818, 0.41513], [-3.97985, -4.30073, -0.89626], [-2.53539, -2.30604, -0.59851], [-4.93549, 1.86229, 1.05031], [-5.81497, 3.37063, 2.79035], [-4.71346, 3.48756, 4.99949], [-2.71486, 2.11706, 5.46852], [-1.81438, 0.61256, 3.73514], [-4.43117, -0.14270, -1.28419], [-4.43278, 1.16781, -3.37334], [-2.69324, 2.87678, -3.76422], [-0.94262, 3.28166, -2.06342], [-0.94301, 2.02409, 0.03684]], "lowdin_charge": [1.59, -0.05, -0.26, -0.24, -0.02, -0.08, -0.08, -0.02, -0.19, -0.05, 0.08, -0.14, -0.33, -0.23, 0.01, 0.01, -0.17, -0.03, -0.08, -0.07, -0.03, -0.10, 0.09, 0.09, 0.08, 0.12, 0.11, 0.11, 0.10, 0.12, 0.12, 0.12, 0.10, 0.10, 0.09, -0.32, 0.68, -0.28, -0.51, -0.40, 0.14, -0.28, 0.00, -0.04, -0.04, -0.14, 0.01, -0.27, 0.00, -0.03, -0.01, -0.35, 0.11, 0.12, 0.12, 0.12, 0.11, 0.11, 0.12, 0.12, 0.11, 0.01, -0.03, 1.04, -0.32, -0.06, -0.05, -0.05, -0.05, -0.08, -0.29, -0.08, -0.06, -0.05, -0.04, -0.07, -0.28, -0.07, -0.06, -0.06, -0.05, -0.05, 0.11, 0.11, 0.11, 0.11, 0.11, 0.11, 0.11, 0.11, 0.12, 0.08, 0.11, 0.11, 0.12, 0.12, 0.10]}



Record 2
{"formula": "C45H37ClN6O6PPb", "method": "ωB97M-V/def2-TZVPD", "spin_multiplicity": 1, "homo_lumo_gap_ev": [6.467, 5.898], "relative_energy_ev": 3.976, "total_charge": 1, "symbols": ["Pb", "C", "O", "C", "C", "C", "C", "C", "C", "N", "N", "C", "C", "O", "C", "C", "C", "C", "C", "C", "C", "C", "H", "H", "H", "H", "H", "H", "H", "H", "H", "H", "H", "H", "H", "O", "Cl", "O", "O", "O", "N", "C", "C", "C", "C", "C", "N", "C", "C", "C", "C", "C", "N", "H", "H", "H", "H", "H", "H", "H", "H", "H", "N", "P", "C", "C", "C", "C", "C", "C", "C", "C", "C", "C", "C", "C", "C", "C", "C", "C", "C", "C", "H", "H", "H", "H", "H", "H", "H", "H", "H", "H", "H", "H", "H", "H", "H"], "positions_angstrom": [[0.42926, -0.08022, 0.13722], [0.58890, 3.57003, 1.01659], [-0.43623, 2.78905, 0.39518], [-1.56638, 3.39741, -0.00776], [-1.84200, 4.74297, 0.19319], [-3.07347, 5.26844, -0.16619], [-4.06048, 4.45716, -0.72304], [-3.78895, 3.12725, -0.94979], [-2.53494, 2.58502, -0.62658], [-2.20772, 1.26454, -0.88387], [-3.01793, 0.52964, -1.49446], [-3.22424, -0.76167, -1.39623], [-2.72562, -1.52862, -0.21072], [-2.02145, -1.01521, 0.67223], [-3.14186, -2.91373, -0.12426], [-3.89336, -3.48736, -1.07759], [-4.38270, -2.77171, -2.23531], [-5.20158, -3.40033, -3.17758], [-5.70677, -2.69747, -4.25081], [-5.39369, -1.34800, -4.40358], [-4.57249, -0.71400, -3.49278], [-4.05984, -1.41471, -2.39673], [0.21478, 4.03745, 1.92757], [1.38630, 2.87481, 1.26214], [0.97745, 4.32039, 0.32878], [-1.09778, 5.38771, 0.64017], [-3.26831, 6.32070, -0.00403], [-5.02455, 4.86985, -0.98853], [-4.52649, 2.47750, -1.40198], [-2.81172, -3.46312, 0.74936], [-4.16546, -4.53416, -0.98143], [-5.44226, -4.44938, -3.04629], [-6.35192, -3.18921, -4.96782], [-5.79854, -0.79434, -5.24237], [-4.32125, 0.33356, -3.60692], [3.71637, 0.21658, -1.10440], [3.42725, 0.95055, 0.09982], [4.57023, 1.64833, 0.57193], [2.93869, -0.00330, 1.09696], [2.33574, 1.88602, -0.14428], [2.03660, -2.44983, 2.45781], [1.78190, -3.08450, 1.24972], [2.35739, -4.35249, 1.07144], [2.09339, -5.06417, -0.07263], [1.25145, -4.51166, -1.03648], [0.74730, -3.25858, -0.80124], [1.00511, -2.54198, 0.30974], [1.30006, -1.52213, 3.18466], [1.60859, -1.34902, 4.54125], [0.78831, -0.55861, 5.31089], [-0.33169, 0.04061, 4.73302], [-0.53036, -0.14296, 3.38536], [0.28141, -0.89084, 2.61964], [2.78883, -2.86211, 2.97809], [2.98742, -4.76489, 1.85013], [2.51960, -6.04901, -0.21231], [1.01543, -5.03626, -1.95209], [0.10466, -2.77247, -1.52863], [2.46778, -1.85214, 4.97035], [1.00054, -0.42092, 6.36351], [-1.02279, 0.62878, 5.32090], [-1.37351, 0.30178, 2.86387], [0.77502, -0.23408, -2.20510], [1.71524, 0.26236, -3.41573], [3.07831, -0.83300, -3.91016], [3.27382, -1.98671, -3.15824], [4.31771, -2.84773, -3.45652], [5.17220, -2.55882, -4.51152], [4.97221, -1.41659, -5.27423], [3.92518, -0.55441, -4.97967], [0.64313, 0.24085, -4.90300], [1.07192, 0.87496, -6.06764], [0.28920, 0.83117, -7.20985], [-0.93217, 0.17142, -7.19161], [-1.37175, -0.44034, -6.02839], [-0.58744, -0.40927, -4.88167], [2.24265, 1.99841, -3.44473], [1.21336, 2.93587, -3.37474], [1.50547, 4.28729, -3.43173], [2.82634, 4.70313, -3.56103], [3.84944, 3.76917, -3.62545], [3.56218, 2.41124, -3.56524], [2.61402, -2.18309, -2.32603], [4.47403, -3.73837, -2.85994], [5.99635, -3.22299, -4.74012], [5.63845, -1.19339, -6.09738], [3.78592, 0.33061, -5.58608], [2.00358, 1.42516, -6.08306], [0.63649, 1.31538, -8.11419], [-1.54096, 0.13928, -8.08673], [-2.32396, -0.94879, -6.01146], [-0.92470, -0.88178, -3.96509], [0.18754, 2.59695, -3.26439], [0.70757, 5.01677, -3.37425], [3.05791, 5.76049, -3.60137], [4.87878, 4.09405, -3.70629], [4.36213, 1.68265, -3.58199]], "lowdin_charge": [1.51, -0.06, -0.16, -0.22, 0.00, -0.05, -0.07, 0.00, -0.17, 0.11, 0.11, -0.10, -0.33, -0.09, 0.00, 0.01, -0.17, -0.02, -0.06, -0.06, -0.02, -0.11, 0.10, 0.07, 0.11, 0.11, 0.11, 0.11, 0.11, 0.12, 0.13, 0.12, 0.11, 0.11, 0.11, -0.33, 0.65, -0.27, -0.43, -0.46, 0.13, -0.28, 0.01, -0.04, -0.06, -0.16, 0.02, -0.31, 0.01, -0.05, -0.05, -0.13, 0.00, 0.14, 0.12, 0.12, 0.11, 0.09, 0.12, 0.12, 0.11, 0.11, -0.24, 0.87, -0.29, -0.09, -0.06, -0.07, -0.06, -0.08, -0.28, -0.08, -0.06, -0.07, -0.07, -0.08, -0.31, -0.08, -0.07, -0.06, -0.06, -0.07, 0.07, 0.11, 0.11, 0.11, 0.10, 0.10, 0.11, 0.11, 0.10, 0.09, 0.11, 0.11, 0.11, 0.11, 0.11]}



Record 3
{"formula": "C45H37F17N6O4", "method": "ωB97M-V/def2-TZVPD", "spin_multiplicity": 1, "homo_lumo_gap_ev": 7.071, "total_charge": 0, "symbols": ["C", "C", "O", "C", "C", "C", "C", "F", "F", "C", "F", "F", "C", "F", "F", "C", "F", "F", "C", "F", "F", "C", "F", "F", "C", "F", "F", "C", "F", "F", "F", "C", "O", "O", "C", "O", "H", "H", "H", "H", "H", "H", "H", "C", "C", "C", "N", "C", "C", "H", "H", "H", "H", "H", "C", "C", "C", "N", "C", "C", "H", "H", "H", "H", "H", "C", "C", "C", "N", "C", "C", "H", "H", "H", "H", "H", "C", "C", "C", "N", "C", "C", "H", "H", "H", "H", "H", "C", "C", "C", "N", "C", "C", "H", "H", "H", "H", "H", "C", "C", "C", "N", "C", "C", "H", "H", "H", "H", "H"], "positions_angstrom": [[3.44680, -0.02454, 3.92182], [4.49936, -0.48010, 2.73384], [5.92600, -0.48845, 3.18621], [4.42271, 0.47425, 1.39882], [3.30748, -0.04457, 0.27795], [2.19891, 0.76117, -0.31809], [1.73648, 2.33376, -0.02335], [2.97921, 3.15072, -0.23587], [0.79974, 2.70591, -1.09268], [1.21688, 2.58481, 1.51533], [2.39713, 3.22905, 2.21227], [1.11036, 1.24854, 2.16429], [-0.01460, 3.60064, 1.73455], [0.20562, 4.81282, 0.86066], [0.10368, 4.14363, 3.13970], [-1.53102, 3.09956, 1.45752], [-2.39273, 4.26547, 1.90516], [-1.89699, 2.97677, -0.00496], [-2.06700, 1.82189, 2.32955], [-1.36196, 1.65609, 3.65797], [-3.47789, 2.17313, 2.74966], [-2.04045, 0.37512, 1.58334], [-1.05116, 0.22261, 0.49000], [-1.62052, -0.62787, 2.63505], [-3.46916, -0.17928, 1.00596], [-3.14857, -1.54569, 0.43558], [-4.48196, -0.48866, 2.08551], [-4.10088, 0.65927, -0.25123], [-3.19294, 0.76530, -1.44019], [-4.66293, 1.98519, 0.08104], [-5.27037, -0.16455, -0.74206], [1.57407, -0.31786, -1.42563], [0.82580, -0.01111, -2.52801], [1.98716, -1.73509, -1.18550], [3.21319, -1.59952, -0.32892], [4.09697, -2.58282, -0.00775], [3.39210, 1.13976, 4.05779], [2.33639, -0.38956, 3.72317], [3.78506, -0.46562, 4.97624], [4.20073, -1.59005, 2.42085], [6.23692, -1.43781, 2.97832], [5.48644, 0.34133, 0.85035], [4.31984, 1.61229, 1.66298], [-8.77339, 1.64016, 1.76078], [-9.44845, 2.32086, 2.76847], [-8.69941, 2.97982, 3.73016], [-7.34859, 2.99696, 3.74889], [-6.72108, 2.32581, 2.75881], [-7.38234, 1.64105, 1.75196], [-9.32654, 1.11311, 0.98883], [-10.53181, 2.33834, 2.80403], [-9.17998, 3.52798, 4.53529], [-5.63569, 2.35299, 2.79757], [-6.82678, 1.12054, 0.98015], [3.50936, -7.28713, 0.31903], [4.27445, -7.92372, 1.29057], [4.78864, -7.15900, 2.32544], [4.59327, -5.82747, 2.44460], [3.84789, -5.23695, 1.48536], [3.28887, -5.91702, 0.41535], [3.08857, -7.85379, -0.50649], [4.46549, -8.98981, 1.24348], [5.38934, -7.61021, 3.10980], [3.70749, -4.16605, 1.60270], [2.69667, -5.39158, -0.32525], [1.54916, -2.68279, -5.08567], [1.60215, -2.82205, -6.46853], [2.69898, -2.30372, -7.13820], [3.72070, -1.66611, -6.52592], [3.64041, -1.54465, -5.18306], [2.58724, -2.03259, -4.42632], [0.70590, -3.07737, -4.52633], [0.80875, -3.32255, -7.01191], [2.78803, -2.38999, -8.21722], [4.47276, -1.02644, -4.71512], [2.57596, -1.90831, -3.34943], [9.88102, -5.66232, 1.86996], [8.59125, -5.52357, 1.36822], [7.67513, -4.79270, 2.10762], [7.96056, -4.20865, 3.29200], [9.22033, -4.36220, 3.75446], [10.20596, -5.07074, 3.08633], [10.62678, -6.22692, 1.31795], [8.30618, -5.97328, 0.42389], [6.65676, -4.65312, 1.75677], [9.42371, -3.88524, 4.70916], [11.20235, -5.15995, 3.50408], [-5.27583, 1.75696, -3.42138], [-5.24214, 0.57878, -4.15981], [-6.02581, 0.49670, -5.29966], [-6.82560, 1.49476, -5.73504], [-6.83873, 2.62562, -4.99649], [-6.08829, 2.80351, -3.84536], [-4.67423, 1.85883, -2.52286], [-4.62029, -0.25544, -3.85545], [-6.03154, -0.40069, -5.91148], [-7.49111, 3.41174, -5.36624], [-6.13638, 3.73471, -3.29234], [-3.01281, 6.81626, -0.81281], [-3.55944, 5.53820, -0.86029], [-4.87273, 5.40194, -1.28085], [-5.65668, 6.44037, -1.64478], [-5.09893, 7.66918, -1.58664], [-3.79458, 7.90562, -1.18328], [-1.98624, 6.96237, -0.48959], [-2.97685, 4.66893, -0.57710], [-5.34356, 4.42486, -1.33808], [-5.75026, 8.48699, -1.88204], [-3.39789, 8.91420, -1.15781]], "lowdin_charge": [-0.07, -0.35, -0.11, -0.06, 0.04, 0.09, -0.13, 0.01, 0.04, -0.08, 0.02, 0.03, -0.08, 0.04, 0.05, -0.06, 0.03, 0.02, -0.05, 0.04, 0.02, -0.09, 0.05, 0.04, -0.06, 0.03, 0.05, -0.14, 0.04, 0.05, 0.03, -0.16, 0.02, 0.01, -0.12, 0.00, 0.08, 0.08, 0.10, 0.14, 0.12, 0.16, 0.12, -0.07, -0.08, -0.15, 0.06, -0.15, -0.07, 0.11, 0.10, 0.10, 0.08, 0.08, -0.08, -0.08, -0.15, 0.05, -0.16, -0.07, 0.11, 0.10, 0.10, 0.08, 0.10, -0.07, -0.08, -0.15, 0.05, -0.15, -0.08, 0.11, 0.10, 0.10, 0.10, 0.07, -0.08, -0.07, -0.16, 0.06, -0.15, -0.08, 0.10, 0.10, 0.08, 0.10, 0.10, -0.08, -0.07, -0.15, 0.05, -0.15, -0.06, 0.07, 0.10, 0.10, 0.10, 0.08, -0.07, -0.07, -0.15, 0.06, -0.15, -0.07, 0.10, 0.07, 0.08, 0.10, 0.10]}